This record from the OMol25 dataset describes a cluster of 6 separate species, C37H34BrF41O7S in total in a non-equilibrium geometry. The level of theory is wB97M-V/def2-TZVPD.

```
121
Properties=species:S:1:pos:R:3:forces:R:3:lowdin_charge:R:1
O 5.74972 -6.88406 1.61548 1.711 -0.053 0.269 0.1298
C 4.57720 -6.79826 1.42206 -1.605 0.210 -0.465 -0.3460
C 3.64611 -7.67439 2.16810 -0.508 -0.150 0.030 0.1021
C 2.35097 -7.66061 1.85400 0.638 -0.108 0.203 -0.1834
F 1.46901 -8.45550 2.44844 0.040 0.089 -0.070 0.1173
C 1.78742 -6.78444 0.78283 1.921 0.469 0.437 -0.2963
O 0.65523 -6.90029 0.45487 -1.956 -0.181 -0.614 0.1714
C 2.70375 -5.77205 0.14563 0.425 0.082 0.144 -0.0906
C 2.02307 -4.80917 -0.80884 0.020 -0.178 -0.160 -0.1225
C 0.83783 -3.97829 -0.23241 -0.083 0.112 0.022 -0.2635
C 0.90908 -3.74129 1.28151 0.064 -0.459 0.027 -0.6149
Br -0.13186 -2.20232 1.83036 -0.052 0.132 -0.052 0.6962
C 4.03415 -5.80798 0.40546 -0.269 0.104 -0.225 -0.0656
C 5.10995 -4.96656 -0.27537 -0.037 -0.104 0.135 -0.1365
C 5.66029 -3.82027 0.60728 0.095 -0.078 0.028 -0.2355
C 4.61304 -2.70857 0.79802 0.087 0.218 -0.275 -0.5574
S 4.65253 -1.83467 2.39492 0.020 -0.029 -0.001 0.7313
H 4.06347 -8.34489 2.92250 -0.128 0.257 -0.254 0.1408
H 1.64217 -5.38946 -1.66668 0.115 0.193 0.265 0.1342
H 2.77267 -4.11481 -1.20464 -0.174 -0.233 0.115 0.0987
H 0.84535 -3.00532 -0.74997 -0.030 -0.347 0.230 0.0908
H -0.12124 -4.45904 -0.47307 0.342 0.158 0.121 0.1094
H 1.92791 -3.55250 1.63371 -0.250 -0.001 -0.079 0.0272
H 0.48842 -4.58102 1.85494 0.242 0.295 -0.288 0.0623
H 4.74054 -4.53842 -1.21600 0.003 -0.192 0.221 0.1125
H 5.93709 -5.64532 -0.53524 -0.252 0.206 0.131 0.1241
H 6.00601 -4.21185 1.57687 -0.220 0.094 -0.326 0.0992
H 6.54746 -3.39650 0.10741 -0.260 -0.184 0.219 0.1145
H 3.60167 -3.10120 0.65703 0.229 0.136 0.015 0.0320
H 4.75997 -1.91493 0.04609 -0.134 -0.384 0.186 0.0748
H 3.67674 -2.52728 2.99403 0.024 -0.017 0.015 -0.1795
F 1.13178 2.23563 2.44415 0.000 -0.066 -0.114 0.1011
C 1.62250 3.12530 3.32904 0.181 0.073 -0.032 -0.2896
F 2.65040 2.56108 3.99060 -0.410 1.822 -4.010 0.0749
C 0.54117 3.51066 4.34514 0.116 0.079 -0.151 -0.4355
F 0.20468 2.44376 5.09088 -0.122 0.031 0.086 0.1427
F 1.15047 4.43345 5.15326 -0.012 -0.023 0.130 0.0990
C -0.71155 4.21300 3.80941 -0.118 0.361 0.044 -0.0369
O -1.84572 3.39176 3.62901 0.176 -0.215 0.334 0.0583
C -2.13248 2.79725 2.44679 -0.309 -0.039 -0.160 -0.5531
F -1.29376 3.16685 1.46364 0.075 0.017 -0.101 0.1501
F -3.38060 3.18654 2.07685 0.016 0.127 -0.106 0.1343
C -2.19149 1.27124 2.58454 -0.061 0.150 0.002 -0.2862
F -1.00775 0.81475 3.02039 0.072 -0.176 0.021 0.0768
F -2.44624 0.74434 1.36764 0.018 -0.085 -0.040 0.0858
H 1.97948 4.01037 2.79589 -0.041 0.039 -0.032 0.1745
H -0.99769 4.90470 4.60066 -0.012 0.014 -0.047 0.1502
H -0.47926 4.79623 2.91730 0.053 -0.099 0.010 0.1477
H -2.98062 0.98986 3.28308 -0.012 -0.044 0.004 0.1797
F 1.61274 -0.02657 5.98804 -0.113 -0.019 -0.096 0.1013
C 2.40824 0.87974 6.58811 0.259 0.077 0.270 -0.2914
F 2.75949 1.81528 5.68323 0.253 -1.961 3.877 0.0644
C 3.68057 0.20459 7.11279 -0.157 0.072 0.022 -0.4360
F 4.41009 -0.26486 6.08496 0.050 0.032 0.037 0.1418
F 4.37662 1.22012 7.71370 0.102 -0.004 -0.031 0.0969
C 3.51537 -0.86618 8.19697 0.129 0.060 0.394 -0.0396
O 3.55887 -2.20288 7.74967 0.244 0.087 -0.320 0.0571
C 2.43883 -2.89490 7.42767 -0.013 -0.266 -0.048 -0.5588
F 1.31587 -2.20582 7.67191 -0.175 0.072 0.027 0.1589
F 2.40511 -4.01545 8.18938 -0.085 -0.013 0.119 0.1413
C 2.48847 -3.37352 5.96971 0.028 0.037 0.130 -0.2832
F 2.59068 -2.30810 5.15081 -0.024 -0.103 -0.108 0.0748
F 1.34409 -4.03032 5.68662 -0.032 -0.040 -0.088 0.1008
H 1.86389 1.35876 7.40596 -0.039 -0.016 0.017 0.1751
H 4.39848 -0.75838 8.82533 -0.041 -0.018 0.025 0.1501
H 2.63664 -0.66740 8.81152 -0.014 0.029 -0.102 0.1482
H 3.34218 -4.03755 5.82376 0.018 0.005 -0.034 0.1767
F -4.01734 -1.40218 -4.68792 0.047 -0.043 -0.120 0.0965
C -4.87049 -0.39257 -4.94674 0.008 0.044 0.080 -0.3051
F -4.57833 0.10706 -6.16913 0.019 -0.030 -0.041 0.0957
C -4.70780 0.72636 -3.91252 -0.004 -0.043 -0.120 -0.4313
F -3.48551 1.28002 -4.03144 -0.080 0.077 -0.001 0.1340
F -5.63904 1.66273 -4.29074 0.034 0.077 0.014 0.0900
C -5.02752 0.40372 -2.44979 -0.371 0.139 0.264 -0.0382
O -3.92542 0.14891 -1.60778 0.139 0.271 -0.191 0.0595
C -3.42436 -1.10494 -1.45691 0.231 -0.113 0.153 -0.5578
F -4.13377 -2.01746 -2.14096 -0.063 -0.204 0.022 0.1531
F -3.46920 -1.44328 -0.15191 -0.164 -0.054 0.001 0.1410
C -1.94933 -1.13040 -1.87345 -0.016 -0.002 0.113 -0.2713
F -1.86176 -0.73065 -3.16043 0.145 -0.114 -0.073 0.0840
F -1.47478 -2.39212 -1.78386 -0.028 0.027 -0.039 0.0922
H -5.89533 -0.77063 -4.95012 -0.002 -0.014 -0.013 0.1742
H -5.45719 1.32761 -2.07106 0.015 -0.084 0.085 0.1246
H -5.78767 -0.37562 -2.37392 0.076 -0.015 -0.132 0.1530
H -1.36243 -0.46609 -1.23750 0.026 -0.004 0.011 0.1743
F -5.20221 7.89601 -1.52776 -0.018 0.089 0.087 0.0966
C -3.88084 8.09177 -1.70370 0.053 -0.067 -0.018 -0.3094
F -3.70482 9.21008 -2.43816 -0.047 0.029 0.018 0.1034
C -3.26610 6.90754 -2.45626 0.049 0.160 0.035 -0.4417
F -3.78048 6.84111 -3.69790 0.092 -0.038 0.023 0.1451
F -1.93540 7.22236 -2.55053 -0.031 -0.037 -0.088 0.0962
C -3.31140 5.54023 -1.76946 0.345 -0.241 0.089 -0.0372
O -4.34935 4.68541 -2.19094 -0.059 0.128 -0.285 0.0573
C -5.53817 4.61302 -1.54599 -0.320 -0.303 -0.197 -0.5472
F -5.58665 5.34413 -0.42727 0.079 0.058 0.123 0.1654
F -5.74638 3.30833 -1.19527 0.113 0.167 0.214 0.1197
C -6.69372 4.96164 -2.49362 0.045 -0.042 0.045 -0.2847
F -6.54775 6.21983 -2.94713 -0.112 -0.051 -0.074 0.1050
F -7.85096 4.87903 -1.80264 -0.104 0.025 -0.029 0.1027
H -3.39759 8.22233 -0.73211 -0.014 0.015 0.011 0.1726
H -2.39575 5.04041 -2.08415 -0.015 -0.008 0.046 0.1518
H -3.28344 5.64428 -0.68720 -0.040 0.088 0.067 0.1456
H -6.71042 4.26077 -3.33011 -0.009 0.024 -0.037 0.1708
F 1.45090 2.85534 -6.61116 0.029 0.087 -0.019 0.0978
C 0.69038 2.84049 -5.49918 -0.025 -0.113 0.002 -0.3066
F 1.33984 3.51637 -4.52570 0.035 0.063 -0.017 0.0978
C 0.46218 1.40195 -5.02600 -0.040 0.063 -0.021 -0.4390
F 1.63428 0.84970 -4.65458 -0.084 -0.001 0.029 0.1415
F -0.32495 1.53766 -3.91599 0.062 0.014 0.131 0.0915
C -0.31490 0.46676 -5.95841 -0.406 -0.134 0.056 -0.0355
O 0.47023 -0.40898 -6.73813 0.348 0.019 0.302 0.0599
C 0.87003 -0.09294 -7.99336 0.092 -0.194 -0.207 -0.5592
F 0.38547 1.08494 -8.41129 -0.056 0.155 -0.083 0.1563
F 0.40157 -1.04824 -8.83500 -0.114 0.037 -0.083 0.1390
C 2.40029 -0.13842 -8.11906 -0.098 -0.044 0.011 -0.2879
F 2.96185 0.73862 -7.26560 0.049 -0.010 -0.017 0.1019
F 2.73892 0.20712 -9.37930 0.072 0.018 -0.045 0.1008
H -0.26443 3.33265 -5.69950 0.005 0.024 -0.023 0.1733
H -0.87733 -0.18353 -5.29084 -0.022 0.007 -0.038 0.1340
H -1.02974 1.02587 -6.56350 0.075 0.051 0.029 0.1509
H 2.75886 -1.14620 -7.90479 0.039 -0.001 0.018 0.1742
```
Positions in Å, forces in eV/Å.

Its SMILES is O=C1C=C(F)C(=O)C(CCCBr)=C1CCCS.FC(F)C(F)(F)COC(F)(F)C(F)F.FC(F)C(F)(F)COC(F)(F)C(F)F.FC(F)C(F)(F)COC(F)(F)C(F)F.FC(F)C(F)(F)COC(F)(F)C(F)F.FC(F)C(F)(F)COC(F)(F)C(F)F. Its charge is 0. The value obtained for the HOMO-LUMO gap is 7.60 eV.


This record from the OMol25 dataset describes a structure of composition C37H34CaN5S2 in a non-equilibrium geometry. The level of theory is wB97M-V/def2-TZVPD.

```
79
Properties=species:S:1:pos:R:3:forces:R:3:lowdin_charge:R:1
Ca 0.10092 0.05454 0.63709 -1.238 -0.102 0.579 0.9885
C -2.70415 1.42781 2.49394 0.010 0.006 0.075 -0.0950
N -2.22916 0.04380 2.42191 0.048 0.113 -0.174 -0.1983
C -3.18670 -0.84685 1.78885 -0.137 -0.059 -0.141 -0.2085
C -3.47317 -0.46186 0.34650 -0.009 0.027 0.269 -0.1797
N -2.34474 -0.68151 -0.56623 0.157 0.014 -0.125 -0.1960
C -2.38936 0.28665 -1.66526 -0.076 -0.022 -0.035 -0.0911
C -2.34582 -2.05093 -1.04822 0.121 -0.275 0.068 -0.2851
C -3.25768 -2.42725 -2.03036 -0.058 0.077 -0.091 -0.0534
C -3.32221 -3.72039 -2.52036 -0.039 0.015 -0.001 -0.1124
C -2.46975 -4.67786 -1.98487 -0.024 -0.072 -0.031 -0.1224
C -1.57346 -4.32672 -0.99766 -0.053 0.099 0.009 -0.1537
C -1.46969 -3.01065 -0.50289 -0.215 -0.027 -0.081 -0.6837
S -0.29745 -2.69689 0.73443 0.340 0.042 0.315 0.4922
C -1.78526 -0.39070 3.71683 0.261 0.001 0.231 -0.2876
C -2.56885 -1.20247 4.52659 -0.186 -0.089 -0.059 -0.0481
C -2.13851 -1.61513 5.77971 0.031 -0.014 0.034 -0.1210
C -0.90266 -1.19036 6.24419 -0.053 0.011 0.028 -0.1224
C -0.12641 -0.34929 5.46563 -0.138 -0.093 -0.035 -0.1424
C -0.53534 0.06806 4.19146 -0.113 0.043 0.096 -0.6604
S 0.46725 1.16550 3.28729 0.320 0.025 -0.369 0.5205
H -3.68759 1.49234 2.98776 -0.008 -0.033 -0.057 0.0959
H -2.77234 1.86956 1.49840 -0.039 0.020 0.029 0.0592
H -1.97730 2.01237 3.05401 0.002 0.007 -0.004 0.0420
H -4.15847 -0.84975 2.31240 0.024 0.019 0.011 0.1143
H -2.77502 -1.85771 1.81237 -0.028 -0.006 0.071 0.0997
H -3.74273 0.59411 0.30215 -0.053 -0.020 -0.064 0.1017
H -4.34706 -1.03760 0.01399 -0.011 0.075 -0.067 0.1251
H -3.38475 0.36982 -2.12664 0.035 0.030 0.032 0.0821
H -1.67849 -0.01158 -2.42576 0.141 0.044 -0.119 0.0674
H -2.09658 1.27358 -1.30010 -0.019 0.043 0.000 0.0755
H -3.94897 -1.68918 -2.42235 0.044 0.024 -0.015 0.1029
H -4.03607 -3.97518 -3.29378 0.002 -0.007 0.006 0.0878
H -2.51260 -5.70349 -2.33519 0.017 0.009 -0.004 0.0937
H -0.91145 -5.06678 -0.56544 0.006 -0.011 -0.024 0.0887
H -3.54728 -1.52256 4.18865 0.066 -0.038 -0.042 0.0939
H -2.76814 -2.25787 6.38268 0.008 -0.013 -0.009 0.0856
H -0.54949 -1.51061 7.21798 0.018 0.023 -0.002 0.0890
H 0.83008 0.00642 5.82583 0.025 -0.021 -0.019 0.0834
C 0.46070 -3.35563 -3.73567 0.026 0.073 -0.042 -0.0577
C 0.20786 -2.73922 -4.94684 0.027 -0.079 -0.039 -0.0721
C 0.35152 -1.36483 -5.04404 0.003 0.075 0.045 -0.0330
C 0.70467 -0.64644 -3.90460 0.059 -0.255 -0.002 -0.2387
N 0.90143 -1.23520 -2.72186 0.021 0.253 -0.055 0.1539
C 0.81476 -2.55747 -2.65394 -0.073 -0.080 -0.003 -0.1365
C 0.95725 0.81792 -3.99352 0.093 0.241 -0.085 -0.2271
C 1.72318 1.31969 -5.04541 0.028 -0.115 -0.041 -0.0259
C 1.97526 2.67792 -5.11076 -0.026 0.055 -0.009 -0.0761
C 1.44378 3.50064 -4.13237 -0.034 -0.071 -0.007 -0.0660
C 0.69114 2.91144 -3.12662 0.045 0.067 0.034 -0.1301
N 0.45601 1.60842 -3.04885 -0.182 -0.198 0.108 0.1448
H 0.37198 -4.42607 -3.61955 0.008 -0.016 0.034 0.1019
H -0.08218 -3.32167 -5.81297 -0.027 0.006 0.005 0.1014
H 0.18220 -0.85153 -5.98194 -0.012 0.012 0.013 0.1069
H 1.03070 -2.98922 -1.68281 -0.097 -0.017 0.035 0.0708
H 2.13535 0.64391 -5.78362 0.007 -0.003 0.018 0.1083
H 2.58039 3.08475 -5.91149 0.006 0.000 0.004 0.1010
H 1.60185 4.57048 -4.13776 0.033 -0.004 0.006 0.0976
H 0.26226 3.51384 -2.33636 -0.004 0.011 0.104 0.0916
C -0.35908 4.81868 1.73649 0.047 0.036 0.024 -0.0821
C 0.93941 4.86140 2.22661 0.009 0.002 -0.093 -0.0764
C 1.88116 4.00079 1.70239 -0.074 0.026 0.040 -0.0413
C 1.50733 3.07161 0.72320 -0.015 0.271 0.006 -0.2990
N 0.23864 3.00505 0.29078 0.016 -0.330 -0.073 0.0823
C -0.64870 3.87140 0.77392 -0.076 0.060 0.007 -0.1774
C 2.51271 2.15561 0.13425 0.345 -0.188 -0.160 -0.2630
C 3.76676 2.69068 -0.18684 -0.084 0.144 0.050 -0.0786
C 4.77007 1.87685 -0.68278 0.006 0.012 0.001 -0.1255
C 4.51225 0.52223 -0.85606 0.018 -0.063 -0.030 -0.1234
C 3.25190 0.01460 -0.56301 0.096 0.114 -0.064 -0.1667
C 2.20109 0.79862 -0.06435 0.611 0.290 -0.189 -0.2353
H -1.12207 5.49189 2.10333 -0.036 -0.031 -0.019 0.0948
H 1.21103 5.56017 3.00814 -0.001 -0.005 0.009 0.1029
H 2.89576 4.00682 2.07459 0.015 -0.059 -0.027 0.1135
H -1.64833 3.81380 0.34921 0.003 -0.069 0.088 0.0978
H 3.94923 3.75636 -0.07225 0.029 -0.015 0.037 0.0965
H 5.73982 2.29456 -0.92886 -0.002 -0.009 -0.015 0.0843
H 5.29777 -0.13104 -1.22498 -0.019 -0.003 -0.017 0.0847
H 3.07684 -1.04413 -0.74409 0.033 -0.002 0.016 0.0685
```
Positions in Å, forces in eV/Å.

The energy relative to the best compared isomer or geometry (same formula, charge and spin) is 100.3 kJ/mol. Its charge is -1. The value obtained for the HOMO-LUMO gap is 6.44 eV.


| no. | E_HOMO (Ha) | energy (Ha) |
| --- | --- | --- |
| 1 | -0.3320 | -9023.66248 |
| 2 | -0.1428 | -3178.25272 |